Here is an isolated molecule of C2H5BClO2P from OMol25. Energies are from the ωB97M-V functional and the def2-TZVPD basis.

The SMILES is O=[PH2]BCC(=O)Cl. As for the gap between HOMO and LUMO: 9.0717 eV. The total charge is 0. The electronic energy comes out at -1056.056897 Ha. The molecular weight comes out at 138.299 g/mol.

Last column: natural (NBO) charge in e.
Positions of all 12 atoms, in Å:
Cl1 -0.954 -1.784 1.070  -0.06
P1 1.868 -0.392 -0.119  1.23
O1 -2.920 -0.865 -0.337  -0.48
O2 2.436 -0.916 1.156  -1.07
C1 -1.088 0.680 -0.139  -0.91
C2 -1.825 -0.631 0.034  0.58
B1 0.414 0.820 0.284  0.35
H1 -1.721 1.423 0.357  0.28
H2 -1.152 0.911 -1.214  0.29
H3 1.420 -1.353 -1.048  -0.09
H4 0.768 1.771 0.901  -0.04
H5 2.754 0.336 -0.944  -0.08